## one
C3H4N2O in the gas phase, computed with ωB97M-V with the def2-TZVPD basis set.

Last columns: bonded neighbours and bond lengths (Å).
Geometry (Å):
1 O -1.5825 -1.0663 -0.3684  C2 1.402, H7 0.967
2 C -0.6033 -0.0913 -0.1335  O1 1.402, C3 1.363, N6 1.345
3 C -0.3473 1.2470 -0.1345  C2 1.363, N4 1.376, H8 1.079
4 N 1.0067 1.3941 0.0642  C3 1.376, C5 1.317
5 C 1.5225 0.1857 0.1513  N4 1.317, N6 1.390, H9 1.083
6 N 0.5357 -0.7862 0.0384  C2 1.345, C5 1.390, H10 1.101
7 H -2.0358 -1.2952 0.4539  O1 0.967
8 H -1.0140 2.0861 -0.2584  C3 1.079
9 H 2.5809 0.0219 0.3089  C5 1.083
10 H -0.0630 -1.6958 -0.1218  N6 1.101

Computed properties:
- LUMO level: 0.46 eV
- E_HOMO: -0.3241 Ha
- SMILES: Oc1cnc[nH]1
- Orbital gap: 9.28 eV
- Multiplicity: 1

Atomic partial charges in e from the Löwdin method, atoms 1 to 4: 0.0210, -0.3941, -0.0982, 0.0363

## two
C3H4N2O in the gas phase, computed with ωB97M-V with the def2-TZVPD basis set.

Last columns: bonded neighbours and bond lengths (Å).
Geometry (Å):
1 C 0.9226 -0.2032 -1.1828  C2 1.500, H7 1.098, H8 1.097, H9 1.090
2 C 0.0601 0.0165 0.0246  C1 1.500, C3 1.387, O6 1.345
3 C -1.1804 -0.3717 0.5075  C2 1.387, N4 1.370, H10 1.064
4 N -1.2950 0.2000 1.7467  C3 1.370, N5 1.238
5 N -0.3183 0.9058 2.0298  N4 1.238, O6 1.394
6 O 0.5965 0.7913 0.9848  C2 1.345, N5 1.394
7 H 1.8146 -0.7921 -0.9310  C1 1.098
8 H 1.2651 0.7508 -1.6025  C1 1.097
9 H 0.3532 -0.7431 -1.9390  C1 1.090
10 H -2.2183 -0.5543 0.3619  C3 1.064

Computed properties:
- LUMO level: 0.84 eV
- E_HOMO: -0.3698 Ha
- SMILES: Cc1cnno1
- Orbital gap: 10.91 eV
- Multiplicity: 1

Atomic partial charges in e from the Löwdin method, atoms 1 to 4: -0.0101, -0.2961, -0.0682, -0.0164

Ranked by calculated energy, most stable first: one, two.